No. 1
The following is a quantum chemistry calculation of a molecular structure, C2H2Br3N in a non-equilibrium geometry, from the OMol25 dataset.

Geometry as XYZ:
```
8
Properties=species:S:1:pos:R:3:forces:R:3
C -1.322 -0.005 -1.910 0.180 -0.141 -0.207
C 1.059 -0.448 0.716 0.964 -0.202 -2.165
N -1.828 0.879 -1.356 0.400 -0.732 -0.732
Br 2.301 0.925 1.253 -0.310 0.179 0.145
Br 1.805 -2.174 1.149 0.280 -0.158 -0.284
Br -0.658 -0.410 1.404 -1.295 0.511 1.053
H 0.941 -0.329 -0.408 0.388 -0.423 1.501
H -2.298 1.561 -0.848 -0.607 0.968 0.690
```
Positions in Å, forces in eV/Å.

- Total charge: 0
- Relative energy (zero: lowest compared OMol25 entry of this formula, charge and spin): 71.2 kJ/mol
- Orbital gap: 10.32 eV
- Energy: -213721.982 eV
- Strongest force on any atom: 2.38 eV/Å

Per-atom Mulliken charges, elementary charge units: atom 1 (C): -0.18, atom 2 (C): -0.21, atom 3 (N): -0.11, atom 4 (Br): -0.01, atom 5 (Br): -0.02, atom 6 (Br): 0.01, atom 7 (H): 0.23, atom 8 (H): 0.29


No. 2
The following is a quantum chemistry calculation of a molecular structure, C23H43Cl3N3O8SiYb in a non-equilibrium geometry, from the OMol25 dataset.

Geometry as XYZ:
```
82
Properties=species:S:1:pos:R:3:forces:R:3
C 3.266 3.014 -0.407 0.214 -0.257 0.082
C 1.939 3.531 -0.868 -0.912 0.506 -0.485
H 4.032 3.138 -1.188 -0.146 -0.192 0.361
H 3.169 1.949 -0.138 0.124 0.309 -0.153
H 3.621 3.545 0.494 -0.179 -0.130 -0.293
C 1.772 4.466 -1.818 -0.152 -0.240 0.185
C 2.845 5.143 -2.607 0.354 0.069 -0.142
H 0.759 4.782 -2.086 0.235 -0.124 0.224
H 3.822 4.701 -2.404 -0.021 0.118 -0.142
H 2.924 6.217 -2.387 -0.121 -0.213 0.027
H 2.643 5.063 -3.685 0.072 0.012 0.168
Yb 0.052 -0.670 -0.324 0.019 2.061 0.108
Cl 2.405 -0.839 0.596 -0.398 0.357 -0.404
C -2.636 1.264 0.167 -0.411 0.927 0.494
O -2.110 0.527 -0.678 0.286 -0.725 0.030
N -3.930 1.614 0.158 0.402 -0.631 -0.419
C -4.838 0.970 -0.782 -0.172 0.204 -0.130
C -4.547 2.492 1.135 0.187 -0.071 -0.053
H -2.047 1.727 0.984 -0.255 -0.229 -0.334
H -4.333 0.128 -1.273 -0.217 0.286 0.251
H -5.166 1.699 -1.541 0.088 -0.236 0.137
H -5.731 0.634 -0.230 0.355 -0.041 -0.231
H -3.799 2.819 1.859 -0.131 -0.058 -0.036
H -5.368 1.960 1.633 0.266 0.089 0.044
H -4.960 3.371 0.630 0.074 -0.044 0.064
H -1.859 -5.301 2.116 -0.034 0.036 -0.285
H -0.601 -4.506 3.880 0.287 0.099 -0.216
C -1.180 -5.045 1.299 -0.027 -0.273 -0.047
C 0.282 -4.440 3.230 0.101 0.240 -0.065
N -0.145 -4.197 1.855 0.548 0.510 -0.647
H -1.711 -4.510 0.501 0.184 -0.206 0.310
C 0.473 -3.296 1.086 -0.008 -0.463 0.676
O 0.252 -3.121 -0.137 -0.368 0.862 0.662
H 0.913 -3.596 3.555 -0.255 -0.427 -0.062
H 1.210 -2.664 1.625 -0.279 -0.416 -0.269
H -0.721 -5.963 0.903 -0.256 0.139 0.007
H 0.853 -5.380 3.288 -0.166 0.292 0.043
H 2.437 1.586 -2.726 -0.131 -0.215 0.107
H 0.670 2.931 -3.968 -0.086 -0.277 -0.058
C 2.038 0.643 -3.114 0.142 0.186 -0.067
C 0.404 1.973 -4.439 -0.159 0.334 0.156
N 0.657 0.874 -3.519 -1.076 -1.088 -0.077
H 2.096 -0.129 -2.340 0.077 0.245 -0.257
C -0.348 0.046 -3.170 0.756 1.473 -1.039
O -0.197 -1.036 -2.568 0.054 0.320 0.926
H -0.665 1.976 -4.699 0.425 0.090 0.017
H -1.355 0.424 -3.462 0.547 -0.425 0.097
H 2.640 0.354 -3.984 -0.142 -0.124 0.111
H 1.004 1.863 -5.356 -0.192 -0.118 0.263
O 0.585 1.579 -0.479 -0.756 -3.222 -0.873
C 0.712 2.886 -0.179 0.063 0.859 0.716
C -1.406 3.565 -1.517 -0.170 0.013 0.233
C -0.598 3.705 -0.385 0.653 -0.357 0.120
H -1.152 2.791 -2.245 0.014 0.334 0.113
C -2.570 4.332 -1.659 0.249 -0.340 0.088
H 0.949 2.926 0.908 -0.165 0.526 -0.075
C -0.975 4.588 0.622 -0.365 0.084 0.086
H -3.177 4.215 -2.566 0.154 0.113 0.445
C -2.951 5.207 -0.638 0.172 0.315 0.081
C -2.150 5.343 0.508 0.046 -0.145 -0.122
H -0.346 4.621 1.522 -0.328 0.234 -0.373
H -3.859 5.809 -0.751 0.325 -0.234 0.097
H -2.434 6.031 1.315 0.047 -0.322 -0.415
Si 5.862 -2.954 0.442 0.449 -0.625 0.611
Cl 5.987 -1.017 -0.379 0.386 -0.417 0.251
C 5.347 -4.024 -1.020 -0.324 0.099 0.026
C 4.783 -2.732 1.976 -0.647 0.266 -0.431
C 7.440 -3.812 1.090 0.144 0.456 -0.245
H 4.621 -3.496 -1.651 0.082 -0.216 0.141
H 4.919 -4.984 -0.703 0.034 0.213 -0.031
H 6.232 -4.252 -1.636 -0.204 0.182 0.236
H 8.173 -4.048 0.302 -0.253 0.108 0.236
H 7.116 -4.769 1.542 0.019 0.373 -0.178
H 7.952 -3.231 1.872 -0.164 -0.167 -0.202
H 3.930 -2.102 1.650 0.517 -0.490 0.464
H 5.313 -2.171 2.764 0.020 -0.209 -0.361
H 4.375 -3.651 2.430 0.298 0.172 -0.292
O -2.194 -2.407 3.023 -0.110 0.912 -0.918
Cl -2.331 -1.454 1.941 -1.428 -0.698 0.376
O -2.756 -2.126 0.707 0.867 0.814 1.137
O -3.248 -0.384 2.279 0.762 -0.933 -0.174
O -0.990 -0.827 1.721 0.113 -0.233 -0.410
```
Positions in Å, forces in eV/Å.

- Total charge: 0
- Multiplicity: 2
- Relative energy (zero: lowest compared OMol25 entry of this formula, charge and spin): 21.8 kJ/mol
- Orbital gap (alpha / beta): 8.64 / 8.19 eV
- Energy: -122373.724 eV
- Strongest force on any atom: 3.42 eV/Å

Per-atom Mulliken charges, elementary charge units: atom 1 (C): -1.40, atom 2 (C): 0.31, atom 3 (H): 0.44, atom 4 (H): 0.07, atom 5 (H): 0.33, atom 6 (C): 0.22, atom 7 (C): -1.50, atom 8 (H): 0.45, atom 9 (H): 0.34, atom 10 (H): 0.34, atom 11 (H): 0.29, atom 12 (Yb): 0.67, atom 13 (Cl): -0.78, atom 14 (C): -0.18, atom 15 (O): -0.61, atom 16 (N): 0.67, atom 17 (C): -1.06, atom 18 (C): -1.12, atom 19 (H): 0.65, atom 20 (H): 0.26, atom 21 (H): 0.29, atom 22 (H): 0.33, atom 23 (H): 0.33, atom 24 (H): 0.33, atom 25 (H): 0.39, atom 26 (H): 0.33, atom 27 (H): 0.32, atom 28 (C): -0.94, atom 29 (C): -0.95, atom 30 (N): 0.33, atom 31 (H): 0.27, atom 32 (C): 0.60, atom 33 (O): -0.85, atom 34 (H): 0.29, atom 35 (H): 0.13, atom 36 (H): 0.34, atom 37 (H): 0.34, atom 38 (H): 0.10, atom 39 (H): 0.12, atom 40 (C): -0.65, atom 41 (C): -0.73, atom 42 (N): 0.40, atom 43 (H): 0.20, atom 44 (C): 0.20, atom 45 (O): -0.68, atom 46 (H): 0.31, atom 47 (H): 0.17, atom 48 (H): 0.39, atom 49 (H): 0.34, atom 50 (O): 0.34, atom 51 (C): -0.16, atom 52 (C): 0.60, atom 53 (C): -0.08, atom 54 (H): -0.04, atom 55 (C): -0.68, atom 56 (H): 0.30, atom 57 (C): -0.22, atom 58 (H): 0.42, atom 59 (C): -0.63, atom 60 (C): -0.80, atom 61 (H): 0.39, atom 62 (H): 0.41, atom 63 (H): 0.37, atom 64 (Si): 0.65, atom 65 (Cl): -0.32, atom 66 (C): -0.95, atom 67 (C): -0.16, atom 68 (C): -1.00, atom 69 (H): 0.23, atom 70 (H): 0.33, atom 71 (H): 0.29, atom 72 (H): 0.29, atom 73 (H): 0.30, atom 74 (H): 0.28, atom 75 (H): -0.34, atom 76 (H): 0.30, atom 77 (H): 0.32, atom 78 (O): -0.66, atom 79 (Cl): 1.73, atom 80 (O): -0.59, atom 81 (O): -0.70, atom 82 (O): -0.62


Question: Among the records above, which one has the lowest strongest force on any atom?
Answer: C2H2Br3N